(1)
{"formula": "C7H13N2OS", "method": "ωB97M-V/def2-TZVPD", "gap_ha": 0.3541, "total_charge": 1, "total_energy_ha": -857.16710, "e_lumo_ev": -3.3, "de_lowest_kcal_mol": 39.8, "species": ["C", "C", "C", "C", "C", "C", "C", "N", "N", "O", "S", "H", "H", "H", "H", "H", "H", "H", "H", "H", "H", "H", "H", "H"], "xyz": [[-0.194, 0.702, 1.742], [1.999, 0.454, -0.957], [0.061, -0.985, 0.189], [0.471, 0.368, -0.437], [2.338, -0.214, -2.197], [-0.979, -1.610, 2.317], [-2.257, 1.110, -1.074], [-0.438, -0.576, 1.600], [0.353, 1.286, 0.707], [2.705, 1.227, -0.454], [-0.631, 1.108, -1.742], [-0.337, 1.270, 2.650], [-0.677, -1.400, -0.521], [0.924, -1.670, 0.195], [1.737, -1.104, -2.478], [3.331, -0.716, -2.007], [2.562, 0.613, -2.906], [-2.129, -1.549, 2.328], [-0.669, -2.468, 1.818], [-0.607, -1.648, 3.466], [-2.894, 1.510, -1.870], [-2.479, 1.873, -0.199], [-2.783, 0.223, -0.913], [0.593, 2.199, 0.744]], "forces_ev_per_angstrom": [[0.3, -0.1, 0.5], [-3.7, -0.8, -0.9], [0.0, 1.3, -0.6], [0.3, 1.3, 0.1], [2.0, -2.3, -0.7], [-2.7, -0.3, 5.4], [-1.3, 3.2, 1.4], [2.1, 1.2, -4.5], [-1.1, -4.0, 0.6], [2.1, 2.2, 2.2], [1.1, -0.8, -0.4], [-0.3, -0.2, 0.2], [-0.3, -0.2, 1.1], [-0.4, 0.2, 0.7], [-0.3, 1.2, -0.4], [-0.6, 0.8, -0.2], [-0.6, -1.0, -0.1], [1.6, -0.3, 0.0], [0.3, -1.9, -0.3], [-0.8, 0.1, -2.7], [0.4, 0.3, -0.3], [0.8, -1.6, -1.5], [-0.1, -2.0, 0.7], [1.1, 3.4, -0.4]], "nbo_charge": [0.39, 0.60, -0.26, -0.11, -0.77, -0.41, -0.82, -0.34, -0.50, -0.48, 0.29, 0.25, 0.25, 0.24, 0.24, 0.27, 0.29, 0.23, 0.23, 0.24, 0.28, 0.23, 0.23, 0.44]}

---

(2)
{"formula": "C6H10O", "method": "ωB97M-V/def2-TZVPD", "gap_ha": 0.3616, "total_energy_ha": -309.75038, "e_lumo_ev": 0.4, "de_lowest_kcal_mol": 57.7, "species": ["C", "C", "C", "C", "C", "C", "O", "H", "H", "H", "H", "H", "H", "H", "H", "H", "H"], "xyz": [[2.312, 1.326, -0.653], [1.364, 1.268, -1.642], [1.404, 0.741, 0.408], [0.304, 0.963, -0.701], [1.543, -0.776, 0.804], [-3.337, -1.120, 0.392], [-0.873, 0.892, -0.740], [3.326, 1.667, -0.475], [1.092, 1.582, -2.705], [1.473, 1.517, 1.236], [0.639, -1.388, 0.559], [1.868, -0.764, 1.909], [2.272, -1.390, 0.343], [-2.954, -0.153, -0.063], [-2.583, -1.913, 0.202], [-3.620, -1.168, 1.407], [-4.231, -1.284, -0.279]], "forces_ev_per_angstrom": [[-1.1, -0.9, -1.3], [0.1, 1.7, -1.7], [0.2, 0.3, 0.7], [1.8, -0.7, 1.1], [-0.4, 1.0, 2.2], [0.1, 0.3, -3.4], [-1.6, 0.1, 0.0], [0.0, -0.1, -0.6], [1.4, -0.4, 1.3], [-0.8, -1.5, -0.2], [0.2, 1.0, 0.9], [-1.1, -0.6, -1.5], [1.4, 0.2, -1.0], [-0.1, -1.0, 1.4], [-0.5, 0.5, 0.0], [-0.3, 0.5, 1.1], [0.7, -0.4, 0.9]], "nbo_charge": [-0.06, -0.33, -0.35, 0.57, -0.64, -0.87, -0.53, 0.22, 0.23, 0.21, 0.23, 0.22, 0.22, 0.24, 0.21, 0.21, 0.21]}

---

(3)
{"formula": "C5H15NO2", "method": "ωB97M-V/def2-TZVPD", "gap_ha": 0.3690, "total_energy_ha": -404.68064, "e_lumo_ev": 0.7, "de_lowest_kcal_mol": 46.7, "species": ["C", "C", "C", "C", "C", "N", "H", "H", "H", "H", "H", "H", "H", "H", "H", "H", "H", "H", "H", "O", "H", "H", "O"], "xyz": [[1.605, 0.775, 0.424], [1.306, -0.597, -0.177], [-0.089, -0.696, -0.783], [-0.057, -0.847, -3.318], [-0.205, -0.182, -2.169], [0.786, 1.110, 1.611], [2.647, 0.857, 0.743], [1.354, 1.459, -0.364], [1.454, -1.456, 0.525], [2.016, -0.778, -0.981], [-0.436, -1.754, -0.690], [-0.736, -0.041, -0.235], [-0.247, -0.479, -4.335], [0.101, -1.936, -3.498], [-0.338, 0.886, -2.324], [1.357, 1.615, 2.390], [0.227, 0.387, 2.101], [-1.202, 1.517, 1.135], [-2.518, 1.941, 1.078], [-2.079, 1.120, 1.355], [-1.666, -0.128, 2.636], [-1.865, -1.698, 2.159], [-1.416, -1.073, 2.716]], "forces_ev_per_angstrom": [[-0.3, -1.1, 1.2], [0.6, -0.8, 0.5], [-0.3, -0.7, 0.1], [-0.5, -1.4, -1.0], [0.7, -0.2, -1.9], [0.4, 1.4, 2.3], [0.0, 0.0, -0.6], [0.3, 0.8, -0.3], [-0.1, 0.9, -0.2], [0.3, 0.0, -0.1], [0.1, 0.9, -0.2], [-0.7, -0.2, 0.8], [0.2, 0.9, 0.7], [0.0, 0.6, 1.2], [-0.2, 0.1, 0.4], [-1.4, -1.3, -2.1], [1.1, 0.0, -0.9], [0.6, -1.2, 0.7], [-1.2, -0.5, 0.4], [0.5, 2.1, -1.0], [-0.7, -1.3, -0.7], [-0.6, 0.5, -0.6], [1.3, 0.6, 1.4]], "nbo_charge": [-0.21, -0.40, -0.46, -0.40, -0.18, -0.92, 0.19, 0.18, 0.21, 0.21, 0.22, 0.23, 0.20, 0.19, 0.19, 0.38, 0.40, 0.50, 0.47, -0.97, 0.51, 0.48, -0.99]}

---

(4)
{"formula": "C5H6O3", "method": "ωB97M-V/def2-TZVPD", "gap_ha": 0.3606, "total_energy_ha": -419.64637, "e_lumo_ev": -0.4, "de_lowest_kcal_mol": 121.1, "species": ["C", "C", "C", "C", "C", "H", "H", "H", "H", "H", "H", "O", "O", "O"], "xyz": [[-0.765, 0.799, -0.859], [0.109, -0.343, -1.450], [0.696, -1.203, -0.539], [-0.091, -0.985, 0.926], [-0.514, 0.451, 0.582], [0.013, 2.265, 0.012], [-1.867, 0.687, -1.175], [0.433, -0.174, -2.369], [1.555, -2.017, -0.501], [-0.978, -1.668, 1.038], [1.299, -0.008, 1.936], [-0.244, 2.103, -1.016], [0.572, -1.300, 2.065], [-0.219, 1.392, 1.351]], "forces_ev_per_angstrom": [[-0.8, -1.4, -0.2], [0.9, -1.0, 5.0], [-1.5, 0.4, 1.4], [-1.5, -1.9, -2.9], [0.9, 1.2, 3.0], [-0.7, 0.3, -2.9], [1.5, 0.4, 0.5], [1.4, 0.2, -4.2], [-2.0, 1.9, -0.8], [0.3, 0.6, -1.0], [-2.2, -4.4, 1.4], [0.2, -0.6, 2.1], [3.8, 6.3, -0.5], [-0.1, -2.2, -0.8]], "nbo_charge": [-0.04, -0.18, -0.20, -0.03, 0.56, 0.49, 0.21, 0.20, 0.25, 0.21, 0.43, -0.71, -0.62, -0.57]}

---

(5)
{"formula": "CH4O2S", "method": "ωB97M-V/def2-TZVPD", "gap_ha": 0.3965, "total_energy_ha": -589.15110, "e_lumo_ev": 0.5, "de_lowest_kcal_mol": 10.5, "species": ["S", "H", "H", "O", "C", "O", "H", "H"], "xyz": [[1.360, -1.279, 1.004], [2.017, -1.228, 2.166], [1.286, -2.615, 0.990], [-1.879, 0.739, -1.557], [-1.368, 1.008, -0.517], [-0.028, 1.258, -0.368], [-1.861, 1.095, 0.460], [0.482, 0.505, -0.698]], "forces_ev_per_angstrom": [[-0.1, -0.1, 0.0], [0.0, 0.0, 0.0], [0.1, 0.0, 0.1], [-0.2, -0.2, 0.2], [0.7, 0.1, -0.1], [-0.3, -0.3, 0.4], [-0.3, 0.2, -0.2], [0.0, 0.3, -0.4]], "nbo_charge": [-0.31, 0.16, 0.15, -0.54, 0.65, -0.73, 0.11, 0.50]}

---

(6)
{"formula": "C3H7O3", "method": "ωB97M-V/def2-TZVPD", "gap_ha": 0.3155, "total_charge": -1, "total_energy_ha": -344.26516, "e_lumo_ev": 4.4, "de_lowest_kcal_mol": 28.3, "species": ["C", "C", "O", "O", "H", "H", "H", "C", "O", "H", "H", "H", "H"], "xyz": [[-2.397, -0.835, 0.381], [-1.044, -0.045, 0.230], [-0.117, -0.525, 0.959], [-1.190, 0.824, -0.596], [-3.169, -0.446, -0.284], [-2.819, -0.742, 1.417], [-2.130, -1.852, 0.110], [2.292, 0.940, -0.545], [2.303, -0.250, 0.207], [1.353, -0.490, 0.419], [2.154, 0.479, -1.599], [1.508, 1.593, -0.307], [3.258, 1.349, -0.394]], "forces_ev_per_angstrom": [[-0.1, 0.2, 1.1], [-2.4, -2.8, 1.7], [-0.2, 1.0, -0.8], [1.9, 2.4, -1.4], [0.2, 0.0, -0.2], [0.6, -0.5, -0.7], [-0.4, -0.4, 0.3], [0.2, -3.6, -2.0], [0.0, -0.4, 1.0], [0.3, 0.4, 0.2], [0.3, 1.9, 0.8], [-1.2, 1.0, 0.3], [0.9, 0.9, -0.3]], "nbo_charge": [-0.75, 0.80, -0.81, -0.73, 0.19, 0.19, 0.20, -0.24, -0.81, 0.50, 0.14, 0.18, 0.15]}

---

Repeat the fourth record exactly.
{"formula": "C5H6O3", "method": "ωB97M-V/def2-TZVPD", "gap_ha": 0.3606, "total_energy_ha": -419.64637, "e_lumo_ev": -0.4, "de_lowest_kcal_mol": 121.1, "species": ["C", "C", "C", "C", "C", "H", "H", "H", "H", "H", "H", "O", "O", "O"], "xyz": [[-0.765, 0.799, -0.859], [0.109, -0.343, -1.450], [0.696, -1.203, -0.539], [-0.091, -0.985, 0.926], [-0.514, 0.451, 0.582], [0.013, 2.265, 0.012], [-1.867, 0.687, -1.175], [0.433, -0.174, -2.369], [1.555, -2.017, -0.501], [-0.978, -1.668, 1.038], [1.299, -0.008, 1.936], [-0.244, 2.103, -1.016], [0.572, -1.300, 2.065], [-0.219, 1.392, 1.351]], "forces_ev_per_angstrom": [[-0.8, -1.4, -0.2], [0.9, -1.0, 5.0], [-1.5, 0.4, 1.4], [-1.5, -1.9, -2.9], [0.9, 1.2, 3.0], [-0.7, 0.3, -2.9], [1.5, 0.4, 0.5], [1.4, 0.2, -4.2], [-2.0, 1.9, -0.8], [0.3, 0.6, -1.0], [-2.2, -4.4, 1.4], [0.2, -0.6, 2.1], [3.8, 6.3, -0.5], [-0.1, -2.2, -0.8]], "nbo_charge": [-0.04, -0.18, -0.20, -0.03, 0.56, 0.49, 0.21, 0.20, 0.25, 0.21, 0.43, -0.71, -0.62, -0.57]}